49
Properties=species:S:1:pos:R:3:forces:R:3:lowdin_charge:R:1 method="wB97M-V/def2-TZVPD" e_tot_ev=-53837.3219 e_lumo_ha=-0.2633 total_charge=+2 homo_lumo_gap_ev=6.89
Ir 0.11602 -0.04336 0.22360 -2.552 -0.301 -0.743 1.109
C -4.54826 4.81100 -1.43056 -0.026 -0.957 0.425 -0.159
Si -4.61315 3.15201 -0.47806 -0.607 0.690 0.164 0.599
C -5.02914 1.71102 -1.64104 0.389 0.393 0.465 -0.206
C -5.85784 3.24399 0.97566 0.665 -0.147 -0.846 -0.158
C -2.89416 3.03066 0.39481 0.066 -0.389 -0.166 -0.222
C -2.54037 4.05763 1.27392 -0.018 -0.293 -0.226 -0.046
C -1.33116 4.04440 1.94658 0.375 -0.413 -0.023 -0.023
C -0.47741 2.96409 1.75798 0.249 0.786 0.638 -0.117
N -0.79022 1.96661 0.95073 0.458 -2.098 -1.215 -0.102
C -1.95645 2.00023 0.26989 -0.165 0.587 0.316 -0.729
S -2.13218 0.61897 -0.76518 2.098 -1.502 0.498 0.691
H -5.51785 5.00526 -1.87640 -0.205 0.053 -0.098 0.036
H -3.81572 4.77111 -2.23076 0.137 -0.015 -0.154 0.029
H -4.30455 5.65189 -0.78947 0.036 0.105 0.167 0.028
H -6.01833 1.87186 -2.06135 -0.163 0.118 -0.014 0.043
H -5.04573 0.75413 -1.12745 -0.058 -0.123 0.131 0.013
H -4.33240 1.62992 -2.47030 0.102 0.057 -0.158 0.015
H -6.85710 3.40007 0.58325 -0.213 0.033 -0.069 0.036
H -5.63888 4.05779 1.65922 0.078 0.161 0.079 0.028
H -5.86058 2.31681 1.54042 -0.005 -0.171 0.101 0.032
H -3.22450 4.87752 1.43152 -0.072 0.148 0.020 0.116
H -1.04898 4.84475 2.61046 0.068 0.034 0.086 0.120
H 0.47414 2.90321 2.26480 0.050 0.015 0.067 0.119
N 0.35941 -2.19129 -0.73402 0.034 1.922 0.474 -0.030
C 0.10710 -3.21967 0.28036 -0.454 -0.150 0.597 -0.219
C -1.11958 -2.83608 1.10195 0.231 -0.318 -0.512 -0.219
N -0.87885 -1.55381 1.78531 0.830 1.513 -0.864 -0.026
H -0.32964 -2.25008 -1.48081 0.074 0.101 0.017 0.110
H 1.27509 -2.32489 -1.15077 -0.002 0.088 -0.108 0.112
H 0.98389 -3.27062 0.92768 0.001 -0.094 -0.028 0.126
H -0.06358 -4.20359 -0.16547 0.146 0.108 -0.034 0.138
H -1.34279 -3.64176 1.81017 -0.024 0.221 -0.024 0.139
H -1.98167 -2.70286 0.44240 0.036 -0.045 0.100 0.124
H -0.19520 -1.68035 2.53066 -0.065 0.077 -0.030 0.107
H -1.74393 -1.23871 2.21817 0.105 0.264 -0.087 0.113
O 2.21390 -0.41699 1.49691 -0.968 -0.117 -0.669 -0.081
H 2.96695 -0.47016 0.89882 0.198 0.073 -0.001 0.078
H 2.45435 0.20267 2.19290 0.051 0.140 0.067 0.081
C 1.44773 1.08376 -4.15369 -0.169 0.118 0.448 -0.203
S 0.74462 1.74107 -2.60736 0.290 1.113 -1.076 0.890
C 1.78472 3.23475 -2.47775 -0.283 -0.403 -0.068 -0.202
O 1.30378 0.83152 -1.52693 -0.316 -1.403 2.293 -0.686
H 2.52331 1.22373 -4.18540 0.082 0.048 0.135 0.067
H 0.97226 1.61146 -4.97360 -0.086 0.127 -0.103 0.071
H 1.21321 0.02619 -4.22289 -0.178 -0.050 0.092 0.061
H 1.36249 4.00079 -3.11917 -0.096 0.082 -0.133 0.070
H 2.80391 3.01161 -2.77519 0.070 -0.124 -0.018 0.065
H 1.77031 3.57488 -1.44643 -0.188 -0.062 0.087 0.059


11
Properties=species:S:1:pos:R:3:forces:R:3:lowdin_charge:R:1 method="wB97M-V/def2-TZVPD" e_tot_ev=-8642.3354 smiles=FCCCF e_lumo_ha=0.0406 homo_lumo_gap_ev=12.52
F -2.31071 -0.20981 0.03678 -1.402 -0.112 0.817 -0.054
C -1.03476 -0.69189 0.04200 1.228 -0.880 -0.460 -0.233
C -0.17806 0.57394 -0.14226 0.711 -1.510 -1.102 -0.171
C 1.29213 0.32382 0.16521 -0.213 2.076 0.963 -0.228
F 1.45917 -1.00548 -0.11442 1.146 -0.658 -0.218 -0.063
H -1.00462 -1.34396 -0.85012 0.436 0.219 0.396 0.118
H -0.75289 -1.38518 0.92170 -0.810 1.515 -0.895 0.144
H -0.25483 0.88017 -1.18692 -0.104 -0.196 -0.118 0.112
H -0.63940 1.35389 0.37635 -0.438 1.236 1.296 0.091
H 1.51404 0.50628 1.30575 -0.051 -0.323 -2.256 0.146
H 1.90993 0.99822 -0.55406 -0.503 -1.369 1.578 0.139


128
Properties=species:S:1:pos:R:3:forces:R:3:lowdin_charge:R:1 method="wB97M-V/def2-TZVPD" e_tot_ev=-232623.0307 spin_multiplicity=2 e_lumo_ha="0.0603 / -0.0334" total_charge=-1 homo_lumo_gap_ev="6.10 / 3.50"
Rb -1.64512 1.11123 -0.26291 -0.140 0.468 -0.137 0.800
C 1.33818 -5.50329 0.81195 1.388 1.026 -1.235 -0.066
C 1.03900 -4.68591 -0.54507 -1.852 -0.646 0.588 -0.140
C 1.39971 -3.19366 -0.57253 -2.921 -1.948 3.317 -0.100
C 2.50239 -2.65801 -1.18643 1.707 1.575 -2.829 -0.124
C 3.38319 -3.44712 -2.11270 2.333 -0.600 0.828 -0.162
C 4.42786 -4.41361 -1.36588 -2.963 -0.280 3.810 -0.068
C 2.33576 -1.24534 -1.10147 1.585 -0.112 1.221 -0.199
N 1.22491 -0.96158 -0.33042 1.885 1.382 -1.925 0.265
C 0.76071 -2.13009 0.09167 0.278 -3.212 -1.607 -0.208
C -0.43088 -2.33260 0.86162 -0.451 -1.755 0.225 -0.199
C -0.61581 -1.37951 1.93602 -0.643 1.722 2.348 -0.243
C -1.28031 -1.58858 3.18055 -0.112 -0.555 0.888 -0.123
C -1.70452 -2.99041 3.59800 -0.483 0.569 0.378 -0.176
C -3.02973 -3.52914 2.96248 -0.389 -0.067 0.908 -0.082
C -1.35828 -0.33750 3.85752 -1.823 -2.381 -0.640 -0.105
C -0.82307 0.55648 2.91644 0.628 -0.299 -0.597 -0.292
C -0.90213 1.92760 3.05212 0.685 2.424 0.378 0.061
C -0.35080 3.00560 2.37719 0.756 -0.660 -1.208 -0.229
N 0.54092 2.87603 1.29179 -1.391 -1.764 1.464 0.122
C 1.10966 4.02650 1.14565 -0.206 0.031 -0.718 -0.285
C 2.25242 4.04433 0.24584 -0.389 2.746 1.131 0.058
C 2.83984 3.05650 -0.40005 1.173 -0.222 -1.577 -0.140
N 2.35689 1.78530 -0.79623 0.711 0.635 -0.648 0.037
C 3.52616 1.01850 -1.26031 -2.031 -2.487 1.724 -0.117
C 3.45472 -0.34598 -1.34281 0.074 1.717 -0.276 0.046
C 4.68317 1.86543 -1.16490 -1.408 -0.124 -0.443 -0.139
C 4.24517 3.09706 -0.87503 -1.466 -1.948 0.835 -0.173
C 5.07783 4.23580 -0.83594 0.907 0.765 1.975 -0.246
C 4.88555 5.04065 -2.04833 0.358 2.940 -1.006 -0.096
C 6.03582 1.34773 -1.41402 -0.955 -0.694 -2.218 -0.230
C 6.93873 1.06602 -0.30359 2.318 -0.757 0.748 -0.103
C 0.52040 5.03857 1.99073 0.324 0.527 0.995 -0.122
C -0.39634 4.38200 2.82871 2.323 -0.957 -3.275 -0.170
C -1.37957 4.95017 3.67631 -1.860 1.201 4.011 -0.222
C -2.58037 5.52027 2.89236 -1.013 1.362 1.377 -0.071
C 0.87238 6.51496 1.89627 -3.538 0.316 -1.129 -0.231
C 1.48230 7.18539 3.08308 2.455 -1.214 0.700 -0.122
N -0.30886 -0.08148 1.79879 -0.317 -0.036 0.063 0.038
C -2.04350 0.02174 5.19815 2.073 -1.490 -0.890 -0.160
C -0.93795 -0.08517 6.26560 -2.107 0.832 2.537 -0.104
H 1.51347 -6.59760 0.70319 -0.173 0.851 -0.341 0.078
H 0.52175 -5.35752 1.45670 -1.124 0.027 0.988 0.024
H 2.21428 -5.04758 1.32514 -0.397 -0.409 -0.387 0.081
H -0.08168 -4.84669 -0.80765 1.568 0.524 0.606 0.127
H 1.49176 -5.22621 -1.35850 0.565 0.102 -0.423 0.074
H 4.01239 -2.79048 -2.69803 -0.303 0.375 -0.530 0.098
H 2.79787 -4.11948 -2.74149 -0.052 0.395 -0.076 0.083
H 4.93361 -3.92709 -0.44729 -1.080 -0.412 -1.325 0.092
H 5.24678 -4.93012 -1.81103 0.158 -0.120 -1.410 0.035
H 3.67849 -5.23563 -0.91513 2.082 1.459 -0.679 0.093
H -0.35477 -3.41259 1.09261 -0.406 0.691 0.911 0.143
H -1.82028 -3.04510 4.70212 -0.216 0.212 -0.532 0.107
H -0.86108 -3.66625 3.44638 -0.058 -0.203 -0.454 0.091
H -3.91042 -3.08447 3.48331 0.607 0.020 -0.542 0.084
H -3.10080 -4.57883 3.20076 0.002 -0.611 0.303 0.051
H -3.23381 -3.54355 1.88045 0.617 0.719 0.221 0.026
H -1.37277 2.37892 3.92351 -0.428 -0.881 0.168 0.109
H 2.77970 5.02316 0.25095 -0.067 -0.829 -0.059 0.118
H 4.43847 -0.78399 -1.48628 -0.332 -0.403 -0.307 0.098
H 6.09540 3.84309 -0.91575 0.218 0.508 0.805 0.113
H 4.82667 4.74247 0.14781 0.954 -0.001 -1.150 0.146
H 5.20037 4.47676 -2.93202 0.131 0.230 0.085 0.085
H 5.49867 5.99213 -1.91533 -0.588 -1.067 -0.677 0.099
H 3.86052 5.37433 -2.23911 -0.003 -0.180 0.229 0.084
H 6.53907 1.99337 -2.13080 0.165 0.132 -0.123 0.122
H 5.91307 0.37796 -1.95402 0.040 0.742 0.108 0.115
H 7.42349 1.92046 0.14406 -0.258 0.493 0.351 0.072
H 7.76738 0.54155 -0.79189 0.262 -0.068 0.257 0.080
H 6.62380 0.37762 0.46730 -0.637 0.040 0.222 0.083
H -0.86197 5.66072 4.38694 -0.741 0.011 -0.910 0.116
H -1.83287 4.24926 4.46245 0.687 0.344 -1.303 0.128
H -2.27735 6.36906 2.24574 -0.218 -0.425 0.343 0.065
H -3.49424 5.85360 3.56946 2.029 -0.598 -1.229 0.118
H -2.94925 4.71571 2.28990 -0.353 -0.374 -0.489 0.032
H -0.13398 7.05854 1.59810 1.699 -0.834 0.621 0.137
H 1.46470 6.69299 1.00321 0.345 -0.115 -0.016 0.092
H 0.92366 7.16628 4.02795 -0.147 0.177 -0.508 0.063
H 1.82734 8.18319 2.80144 -0.228 0.085 0.365 0.063
H 2.43236 6.56713 3.29421 -1.089 1.021 -0.007 0.100
H -2.90255 -0.60262 5.50189 0.449 0.057 -0.545 0.117
H -2.38632 1.00803 5.06914 -0.600 1.286 0.222 0.068
H -0.58298 -1.09317 6.36108 0.397 -0.486 -0.181 0.053
H -1.40144 0.16210 7.29691 0.566 -0.405 -1.312 0.089
H -0.12764 0.61935 6.20259 0.403 0.168 -0.629 0.061
Se -3.67691 -4.25361 -1.09090 0.200 0.334 -0.819 0.341
P -3.14360 -2.85550 -2.72859 -1.040 -0.134 -0.478 0.201
Se -3.64529 -0.76209 -2.64919 0.038 0.160 0.063 0.374
C -1.39517 -3.09187 -3.16510 0.422 -0.209 -0.438 -0.391
C -0.53058 -1.97760 -3.26849 -0.690 -2.397 0.279 -0.082
C 0.72856 -2.19661 -3.76323 0.959 0.240 -0.990 -0.084
C 1.08519 -3.39263 -4.36468 -0.183 0.154 -0.228 -0.113
C 0.22515 -4.45224 -4.25636 -0.405 -2.096 -0.387 -0.098
C -1.00513 -4.37895 -3.60612 0.293 2.324 -0.279 -0.081
C -3.99789 -3.33909 -4.31489 2.147 1.036 -1.347 -0.394
C -4.72965 -4.47494 -4.38671 -1.504 -0.213 -0.304 -0.147
C -5.30991 -4.86933 -5.59954 0.542 -0.497 -0.081 -0.095
C -4.95932 -4.24534 -6.77541 -0.234 -0.150 -0.016 -0.103
C -4.10870 -3.11909 -6.76540 0.372 0.127 0.557 -0.091
C -3.61206 -2.63537 -5.55968 -0.137 -0.959 2.286 -0.070
H -0.95196 -1.05454 -2.99862 0.012 1.301 0.460 0.036
H 1.50204 -1.46727 -3.85577 -0.080 1.082 0.189 0.106
H 1.96105 -3.43888 -5.02957 -0.245 -0.111 0.730 0.121
H 0.48852 -5.40439 -4.73457 -0.083 0.328 0.121 0.109
H -1.75627 -5.14075 -3.65370 0.036 -0.618 0.234 0.095
H -4.99238 -5.03486 -3.50941 0.153 -0.114 0.444 0.051
H -5.91953 -5.77384 -5.61189 0.047 0.295 -0.084 0.102
H -5.33488 -4.71444 -7.68979 0.203 0.600 0.058 0.100
H -3.79777 -2.66678 -7.69979 -0.046 0.020 0.032 0.095
H -2.85221 -1.82661 -5.37589 -1.085 -0.657 -0.875 0.099
O -1.60843 -2.31102 -0.02283 -1.572 0.747 -0.527 -0.086
H -2.09020 -3.19115 -0.27017 0.481 0.324 0.264 -0.065
H -2.52429 -1.64158 0.23846 0.309 -0.455 -0.030 0.055
O -1.32887 5.14800 -0.69787 -0.898 0.551 -0.035 -0.034
H -2.10429 5.09719 -0.11913 0.167 0.142 -0.124 0.040
H -0.84607 4.36333 -0.47253 0.761 -0.693 0.162 -0.022
O -3.64262 -1.00176 0.38580 0.667 -0.208 -0.298 -0.123
H -4.07003 -0.90143 1.23770 -0.407 0.406 0.329 0.077
H -4.19155 -0.79726 -0.40948 0.200 -0.205 0.344 -0.033
F -4.61964 0.63758 2.22637 -1.115 -0.659 -0.215 -0.174
P -5.09339 2.18985 2.06175 0.988 0.493 0.840 0.152
F -5.51405 1.96981 0.51358 0.309 -0.100 0.176 -0.153
F -5.38544 3.74606 2.04450 0.021 1.022 -0.818 -0.139
F -6.62139 1.97165 2.47540 0.172 -1.066 0.493 -0.136
F -3.54747 2.46821 1.58551 0.252 0.328 -0.595 -0.235
F -4.57723 2.37647 3.60286 -0.486 -0.156 0.150 -0.174
O 0.45973 2.56317 -1.59809 0.299 0.430 0.580 -0.097
N 1.24865 1.65578 -1.55973 0.207 -1.026 -0.574 -0.027